[1]
Entry from the Open Molecules 2025 dataset: the molecule C7H10 (ωB97M-V with the def2-TZVPD basis set).

```
17
Properties=species:S:1:pos:R:3
C 2.703 -1.659 -1.211
C 1.396 -1.412 -1.038
C 0.990 -0.094 -0.525
C -0.198 0.518 -0.579
C -0.715 1.585 0.341
C -1.743 1.117 1.336
C -2.343 -0.039 1.580
H 3.384 -0.880 -0.900
H 3.134 -2.592 -1.565
H 0.614 -2.180 -1.225
H 1.803 0.488 -0.084
H -0.937 -0.160 -0.977
H -1.154 2.350 -0.280
H 0.107 2.093 0.865
H -2.308 2.003 1.755
H -3.147 -0.163 2.306
H -2.188 -0.901 0.949
```

Properties
* HOMO: -8.7 eV
* LUMO level: 1.04 eV
* E: -272.62959 a.u.
* spin multiplicity: 1

The molecule's Löwdin atomic charges, reported in e, are given here:
1 C 0.00
2 C -0.18
3 C -0.14
4 C -0.12
5 C -0.22
6 C -0.19
7 C -0.01
8 H 0.05
9 H 0.05
10 H 0.11
11 H 0.11
12 H 0.10
13 H 0.10
14 H 0.12
15 H 0.11
16 H 0.05
17 H 0.05



[2]
Entry from the Open Molecules 2025 dataset: a cluster of 2 separate species, C2H9N2O in total (ωB97M-V with the def2-TZVPD basis set).

```
14
Properties=species:S:1:pos:R:3
C -1.072 -0.113 2.414
O -0.253 -0.234 1.341
H -2.150 -0.049 2.148
H -1.039 -0.988 3.107
H -0.856 0.784 3.025
N -0.478 0.576 -1.425
C 0.717 -0.193 -1.817
N 1.833 -0.019 -0.899
H -1.278 0.151 -1.895
H -0.619 0.370 -0.409
H 0.505 -1.269 -1.880
H 1.046 0.177 -2.798
H 2.164 0.932 -0.989
H 1.481 -0.125 0.077
```

Properties
* total charge: -1
* HOMO: -2.7 eV
* LUMO level: 4.54 eV
* E: -266.33332 a.u.
* spin multiplicity: 1

The molecule's Löwdin atomic charges, reported in e, are given here:
1 C -0.46
2 O -0.43
3 H 0.03
4 H 0.03
5 H 0.03
6 N -0.04
7 C -0.42
8 N -0.03
9 H 0.03
10 H 0.02
11 H 0.09
12 H 0.08
13 H 0.04
14 H 0.04



[3]
Entry from the Open Molecules 2025 dataset: the molecule C19H22N2O2S (ωB97M-V with the def2-TZVPD basis set).

```
46
Properties=species:S:1:pos:R:3
C -0.399 -3.175 4.441
C -1.685 -2.357 4.416
C -2.174 -2.042 3.001
N -1.272 -1.160 2.285
C -0.283 -1.713 1.389
C -0.580 -1.276 -0.059
O -1.702 -1.334 -0.505
N 0.521 -0.865 -0.741
C 0.596 -0.265 -2.008
C -0.544 0.095 -2.716
C -0.433 0.734 -3.937
C 0.814 1.017 -4.463
C 1.949 0.649 -3.763
C 1.866 0.006 -2.537
C 3.119 -0.371 -1.799
C -1.552 0.174 2.275
O -2.474 0.655 2.904
C -0.628 0.986 1.444
C -1.071 1.837 0.515
C -0.228 2.585 -0.369
C -0.610 3.350 -1.440
C 0.474 3.897 -2.152
C 1.676 3.552 -1.622
S 1.509 2.552 -0.238
H -0.133 -3.426 5.465
H 0.426 -2.615 4.006
H -0.522 -4.103 3.885
H -1.534 -1.416 4.947
H -2.474 -2.909 4.930
H -2.309 -2.960 2.425
H -3.135 -1.523 3.068
H 0.730 -1.422 1.694
H -0.353 -2.802 1.431
H 1.406 -0.907 -0.257
H -1.513 -0.124 -2.301
H -1.327 1.013 -4.473
H 0.906 1.519 -5.414
H 2.924 0.866 -4.175
H 3.137 -1.437 -1.571
H 3.991 -0.144 -2.408
H 3.208 0.192 -0.868
H 0.434 0.877 1.625
H -2.135 1.941 0.354
H -1.640 3.502 -1.708
H 0.365 4.519 -3.022
H 2.657 3.825 -1.956
```

Properties
* HOMO: -8.1 eV
* LUMO level: 0.14 eV
* E: -1395.40802 a.u.
* spin multiplicity: 1

The molecule's Löwdin atomic charges, reported in e, are given here:
1 C -0.11
2 C -0.22
3 C -0.16
4 N -0.05
5 C -0.07
6 C -0.46
7 O 0.09
8 N 0.15
9 C -0.20
10 C -0.01
11 C -0.08
12 C -0.09
13 C -0.06
14 C -0.24
15 C -0.05
16 C -0.45
17 O 0.08
18 C -0.04
19 C -0.08
20 C -0.51
21 C -0.12
22 C -0.18
23 C -0.39
24 S 1.05
25 H 0.07
26 H 0.06
27 H 0.07
28 H 0.11
29 H 0.11
30 H 0.13
31 H 0.12
32 H 0.12
33 H 0.14
34 H 0.12
35 H 0.10
36 H 0.10
37 H 0.10
38 H 0.11
39 H 0.09
40 H 0.08
41 H 0.06
42 H 0.10
43 H 0.14
44 H 0.12
45 H 0.10
46 H 0.07



[4]
Entry from the Open Molecules 2025 dataset: a cluster of 2 separate species, C5H10N in total (ωB97M-V with the def2-TZVPD basis set).

```
16
Properties=species:S:1:pos:R:3
C -0.598 0.263 -0.684
C 0.157 1.312 0.090
C 0.663 -0.033 0.081
C -1.992 -0.256 -0.313
C 1.105 -1.028 0.953
N 1.514 1.059 -0.470
H -0.602 0.243 -1.835
H 0.013 2.615 1.035
H -2.617 0.498 -0.735
H -2.150 -0.252 0.815
H -2.175 -1.139 -0.881
H 0.377 -1.060 1.762
H 2.102 -0.732 1.336
H 1.026 -1.960 0.502
H 1.683 1.350 -1.439
H 2.304 1.500 0.029
```

Properties
* total charge: +1
* HOMO: -15.1 eV
* LUMO level: -3.99 eV
* E: -250.82836 a.u.
* spin multiplicity: 1

The molecule's Löwdin atomic charges, reported in e, are given here:
1 C -0.19
2 C -0.09
3 C -0.37
4 C -0.02
5 C 0.02
6 N 0.17
7 H 0.17
8 H 0.32
9 H 0.08
10 H 0.12
11 H 0.08
12 H 0.12
13 H 0.13
14 H 0.09
15 H 0.18
16 H 0.19



[5]
Entry from the Open Molecules 2025 dataset: a cluster of 2 separate species, C2H3O3S in total (ωB97M-V with the def2-TZVPD basis set).

```
9
Properties=species:S:1:pos:R:3
C 2.910 -0.014 0.051
C 0.096 -0.140 -0.540
O 2.865 -1.031 0.625
O 3.257 1.015 -0.484
O -0.440 -1.262 0.096
S -0.829 1.449 -0.095
H -0.387 -0.201 -1.578
H -0.037 -1.257 0.958
H -0.454 1.717 1.063
```

Properties
* total charge: -1
* HOMO: -1.9 eV
* LUMO level: 3.73 eV
* E: -701.89836 a.u.
* spin multiplicity: 1

The molecule's Löwdin atomic charges, reported in e, are given here:
1 C -0.47
2 C -0.69
3 O 0.12
4 O 0.08
5 O -0.24
6 S 0.49
7 H -0.01
8 H 0.03
9 H -0.31